# C25H58BClN4O7PS

A cluster of 2 separate species, C25H58BClN4O7PS in total at a distorted geometry (ωB97M-V/def2-TZVPD, OMol25).

Each atom is followed by the atoms it is bonded to, with distances in Å.
Atoms and positions in Å:
1 C -6.177 -1.436 -1.805  B2 1.671, H31 1.192, H32 1.175, H33 1.176
2 B -5.443 -1.711 -0.329  C1 1.671, O3 1.490, C4 1.678
3 O -5.774 -2.949 0.430  B2 1.490, H34 1.017
4 C -4.304 -0.663 0.319  B2 1.678, C5 1.673, O7 1.462, H35 1.168
5 C -5.125 0.124 1.546  C4 1.673, N6 1.516, H36 1.170, H37 1.178
6 N -5.483 1.487 0.989  C5 1.516, H38 1.053, H39 1.059
7 O -3.208 -1.508 0.792  C4 1.462, C8 1.470
8 C -1.878 -0.931 0.551  O7 1.470, C9 1.653, C11 1.639, C19 1.675
9 C -1.754 0.609 1.138  C8 1.653, N10 1.511, H40 1.194, H41 1.194
10 N -2.081 1.696 0.141  C9 1.511, H42 1.055, H43 1.058
11 C -1.568 -1.075 -1.053  C8 1.639, C12 1.653, H44 1.195, H45 1.194
12 C -2.187 -2.438 -1.754  C11 1.653, C13 1.673, H46 1.168, H47 1.194
13 C -1.214 -3.030 -2.979  C12 1.673, C14 1.658, H48 1.189, H49 1.170
14 C -1.920 -4.334 -3.722  C13 1.658, S15 1.873, H50 1.178, H51 1.191
15 S -2.148 -4.122 -5.569  C14 1.873, O16 1.575, O17 1.549, Cl18 2.092
16 O -2.383 -5.562 -6.161  S15 1.575
17 O -0.930 -3.528 -6.318  S15 1.549
18 Cl -3.891 -3.014 -5.905  S15 2.092
19 C -0.841 -1.832 1.509  C8 1.675, N20 1.517, C21 1.673, P28 1.951
20 N -1.149 -3.317 1.480  C19 1.517, H52 1.042, H53 1.043
21 C 0.762 -1.497 1.170  C19 1.673, C22 1.637, H54 1.193, H55 1.170
22 C 1.453 -2.568 0.142  C21 1.637, C23 1.671, H56 1.170, H57 1.174
23 C 2.551 -1.703 -0.775  C22 1.671, C24 1.640, H58 1.178, H59 1.174
24 C 2.869 -2.390 -2.230  C23 1.640, O25 1.500, H60 1.170, H61 1.190
25 O 3.033 -1.274 -3.218  C24 1.500, C26 1.477
26 C 1.751 -0.994 -3.898  O25 1.477, O27 1.358, H62 1.193
27 O 0.981 0.099 -3.664  C26 1.358
28 P -1.024 -1.332 3.386  C19 1.951, C29 1.908, C30 1.933
29 C -2.824 -1.530 3.986  P28 1.908, H63 1.194, H64 1.190, H65 1.170
30 C -0.003 -2.542 4.494  P28 1.933, H66 1.187, H67 1.180, H68 1.189
31 H -5.401 -0.952 -2.571  C1 1.192
32 H -6.593 -2.470 -2.179  C1 1.175
33 H -7.109 -0.739 -1.634  C1 1.176
34 H -6.743 -2.817 0.706  O3 1.017
35 H -4.047 0.081 -0.544  C4 1.168
36 H -4.509 0.160 2.540  C5 1.170
37 H -6.121 -0.468 1.760  C5 1.178
38 H -4.641 2.111 0.886  N6 1.053
39 H -5.793 1.294 -0.005  N6 1.059
40 H -2.471 0.796 2.074  C9 1.194
41 H -0.663 0.865 1.550  C9 1.194
42 H -1.941 2.600 0.667  N10 1.055
43 H -1.356 1.715 -0.631  N10 1.058
44 H -2.004 -0.176 -1.707  C11 1.195
45 H -0.405 -1.089 -1.322  C11 1.194
46 H -2.516 -3.267 -0.999  C12 1.168
47 H -3.184 -2.096 -2.315  C12 1.194
48 H -1.095 -2.124 -3.739  C13 1.189
49 H -0.133 -3.294 -2.617  C13 1.170
50 H -1.346 -5.314 -3.408  C14 1.178
51 H -3.007 -4.438 -3.248  C14 1.191
52 H -1.043 -3.738 0.532  N20 1.042
53 H -2.059 -3.552 1.934  N20 1.043
54 H 1.336 -1.615 2.210  C21 1.193
55 H 0.925 -0.408 0.772  C21 1.170
56 H 0.626 -2.921 -0.607  C22 1.170
57 H 1.952 -3.500 0.653  C22 1.174
58 H 3.553 -1.730 -0.157  C23 1.178
59 H 2.203 -0.601 -0.984  C23 1.174
60 H 2.044 -3.117 -2.629  C24 1.170
61 H 3.898 -2.988 -2.221  C24 1.190
62 H 1.344 -1.731 -4.743  C26 1.193
63 H -3.278 -0.456 4.242  C29 1.194
64 H -2.776 -2.093 5.033  C29 1.190
65 H -3.519 -2.172 3.297  C29 1.170
66 H -0.275 -2.343 5.632  C30 1.187
67 H 1.163 -2.452 4.336  C30 1.180
68 H -0.402 -3.637 4.259  C30 1.189
69 C 2.450 2.939 2.601  C70 1.524, H79 1.092, H80 1.096, H81 1.092
70 C 3.146 4.121 1.937  C69 1.524, N71 1.546, H82 1.097, H83 1.088
71 N 4.593 3.841 1.467  C70 1.546, C72 1.551, C73 1.549, C75 1.558
72 C 5.447 3.531 2.723  N71 1.551, H84 1.093, H85 1.095, H86 1.092
73 C 5.218 5.130 0.876  N71 1.549, C74 1.517, H87 1.099, H88 1.095
74 C 4.593 5.667 -0.398  C73 1.517, H89 1.093, H90 1.097, H91 1.087
75 C 4.737 2.600 0.535  N71 1.558, C76 1.537, H92 1.096, H93 1.097
76 C 3.869 2.567 -0.733  C75 1.537, O77 1.425, H94 1.096, H95 1.090
77 O 2.480 2.565 -0.416  C76 1.425, C78 1.422
78 C 1.674 3.276 -1.347  O77 1.422, H96 1.094, H97 1.092, H98 1.092
79 H 2.951 2.628 3.520  C69 1.092
80 H 1.432 3.232 2.879  C69 1.096
81 H 2.365 2.066 1.950  C69 1.092
82 H 3.206 4.951 2.652  C70 1.097
83 H 2.571 4.476 1.084  C70 1.088
84 H 5.348 4.364 3.424  C72 1.093
85 H 6.490 3.418 2.410  C72 1.095
86 H 5.098 2.601 3.176  C72 1.092
87 H 6.282 4.922 0.697  C73 1.099
88 H 5.147 5.891 1.659  C73 1.095
89 H 4.992 5.158 -1.279  C74 1.093
90 H 4.876 6.719 -0.522  C74 1.097
91 H 3.507 5.625 -0.411  C74 1.087
92 H 4.500 1.727 1.154  C75 1.096
93 H 5.797 2.544 0.259  C75 1.097
94 H 4.072 1.630 -1.264  C76 1.096
95 H 4.128 3.368 -1.425  C76 1.090
96 H 2.173 3.452 -2.304  C78 1.094
97 H 1.395 4.233 -0.901  C78 1.092
98 H 0.762 2.701 -1.518  C78 1.092

Values from the calculation:
Molecular weight = 636.066 Da
Electronic energy = -80463.8811 eV
Charge = +1